(1)
Computed, not measured: a molecular structure, C3H5O4Zn in a non-equilibrium geometry, with wB97M-V/def2-TZVPD.

Atoms and positions in Å:
1 C 0.4941 -1.9990 -0.2706
2 C 1.0130 -0.8666 0.5745
3 O 1.4769 0.1685 -0.1630
4 Zn 0.6170 1.6526 -0.7508
5 H 0.4588 -2.9249 0.3188
6 H -0.4899 -1.7166 -0.6790
7 H 1.1029 -2.1366 -1.1824
8 H 1.7098 -1.1392 1.3931
9 H -0.4442 0.0945 1.1164
10 O -0.7787 1.4220 0.6449
11 C -1.5637 2.2406 -0.1123
12 O -0.8302 2.8643 -0.9744
13 O -2.7657 2.3403 0.0847

## Properties
- energy (eV) = -59796.42424
- largest force on an atom (Eh/bohr) = 0.0776
- 2S+1 = 2
- highest occupied orbital energy (spin up / spin down) (eV) = -9.16 / -9.53
- ⟨S²⟩ = 0.75

These are the Löwdin partial charges, in e, on atoms 1 to 2: atom 1 (C): -0.09, atom 2 (C): -0.30



(2)
Computed, not measured: 2 unconnected molecules or ions with the total composition C11H14N2 in a non-equilibrium geometry, with wB97M-V/def2-TZVPD.

Atoms and positions in Å:
1 C 0.1561 2.0346 -3.1158
2 C -0.4385 1.0092 -2.2051
3 C -0.6532 -0.3034 -2.5281
4 N -1.3547 -0.8220 -1.4619
5 C -1.5120 0.1738 -0.5512
6 N -1.0026 1.2943 -0.9988
7 H -0.4288 2.9314 -2.8827
8 H 0.0921 1.7850 -4.1711
9 H 1.1965 2.3062 -2.9135
10 H -0.4931 -0.8340 -3.4464
11 H -1.4622 -1.8151 -1.3318
12 H -1.9450 -0.0479 0.4094
13 C 0.7055 1.8625 1.5547
14 C 0.6367 0.3646 1.6401
15 C 0.1069 -0.2882 2.7394
16 C 0.0371 -1.6863 2.6739
17 C 0.5198 -2.3741 1.5783
18 C 1.3156 -1.7038 0.6429
19 C 1.3928 -0.3152 0.6868
20 H 0.5324 2.3480 0.5991
21 H 1.7470 2.1360 1.7891
22 H 0.1357 2.3855 2.3272
23 H -0.3966 0.2371 3.5405
24 H -0.4179 -2.1631 3.5211
25 H 0.5963 -3.4539 1.6749
26 H 1.7028 -2.2957 -0.1797
27 H 1.8677 0.1113 -0.1892

## Properties
- SMILES = Cc1c[nH]cn1.Cc1ccccc1
- energy (eV) = -14613.92033
- largest force on an atom (Eh/bohr) = 0.0423
- highest occupied orbital energy (eV) = -8.47

These are the Löwdin partial charges, in e, on atoms 1 to 2: atom 1 (C): -0.05, atom 2 (C): -0.37



(3)
Computed, not measured: 2 unconnected molecules or ions with the total composition C24H39ClF2N4O3PSi in a non-equilibrium geometry, with wB97M-V/def2-TZVPD.

Atoms and positions in Å:
1 C 1.7470 3.1759 0.1569
2 C 3.3230 2.9540 -0.2324
3 N 3.3923 1.9185 -1.3097
4 C 4.4804 0.9239 -1.0974
5 C 4.1479 -0.5536 -1.7364
6 C 3.6302 -1.4528 -0.5060
7 N 4.3413 -2.3607 0.3637
8 C 5.7996 -2.6546 0.2692
9 N 6.1238 -4.1125 0.4220
10 C 3.3637 -2.8692 1.3489
11 C 1.9470 -2.2688 1.1158
12 C 0.6253 -2.5156 1.9721
13 F 0.8778 -3.7217 2.7440
14 F 0.5383 -1.4565 2.9296
15 C -0.7101 -2.7918 1.1450
16 C -1.9404 -2.7270 2.2296
17 Si -3.0628 -1.1874 2.0419
18 C -2.2297 0.4852 2.4467
19 C -4.4844 -1.4033 3.3553
20 C -3.9338 -1.2420 0.3278
21 C -3.3664 -0.6469 -0.9959
22 C -4.1845 -0.7943 -2.3363
23 C -5.5889 -1.5016 -2.3887
24 C -6.1492 -2.0916 -1.0556
25 C -5.3396 -1.9592 0.2807
26 N 2.2392 -1.4231 -0.0422
27 P 1.0884 -0.3814 -0.9126
28 O -0.0524 0.3213 0.1717
29 Cl 0.0936 -1.7494 -2.2402
30 C 3.4017 2.5033 -2.6713
31 C 2.3713 1.8409 -3.7427
32 O 4.1299 3.4669 -3.0252
33 H 1.4883 4.2996 0.2666
34 H 1.4615 2.6199 1.1273
35 H 1.0531 2.7918 -0.6867
36 H 3.6977 3.9953 -0.5541
37 H 3.8474 2.6700 0.7417
38 H 5.5042 1.3031 -1.4940
39 H 4.6198 0.7737 0.0409
40 H 3.3868 -0.4872 -2.5923
41 H 5.1443 -0.9684 -2.1164
42 H 6.2780 -2.2031 -0.6862
43 H 6.3175 -2.1199 1.1594
44 H 7.0034 -4.3203 -0.0976
45 H 5.3795 -4.6410 -0.0657
46 H 3.6764 -3.5934 2.1798
47 H -0.7202 -3.8624 0.7024
48 H -0.9443 -2.0349 0.3237
49 H -2.5974 -3.6554 1.9990
50 H -1.5850 -2.7886 3.3148
51 H -2.8810 1.1169 3.1708
52 H -2.0872 1.1357 1.5009
53 H -1.1992 0.4134 2.9405
54 H -4.0190 -1.1395 4.3852
55 H -5.2566 -0.5759 3.1209
56 H -4.9334 -2.4559 3.3378
57 H -2.3496 -0.1153 -0.9978
58 H -3.7906 -0.3963 -3.3310
59 H -6.2095 -1.6131 -3.3398
60 H -7.1582 -2.6455 -1.0430
61 H -5.8246 -2.4466 1.2045
62 H 0.3543 0.4218 1.0660
63 H 2.8807 0.9734 -4.2971
64 H 1.4282 1.4347 -3.2081
65 H 2.0162 2.6637 -4.4498
66 C -4.0376 4.7412 0.3706
67 C -2.7989 3.9001 0.2188
68 O -2.2795 3.3585 1.1792
69 C -2.2259 3.7533 -1.1659
70 H -4.3373 4.7577 1.4208
71 H -3.8337 5.7646 0.0485
72 H -4.8515 4.3137 -0.2190
73 H -1.9414 4.7329 -1.5562
74 H -2.9596 3.2820 -1.8237
75 H -1.3355 3.1208 -1.1239

## Properties
- energy (eV) = -72733.80911
- largest force on an atom (Eh/bohr) = 0.1419
- charge = +1
- highest occupied orbital energy (eV) = -10.56

These are the Löwdin partial charges, in e, on atoms 1 to 2: atom 1 (C): -0.09, atom 2 (C): -0.20



(4)
Computed, not measured: a single C4H3Cl2F molecule in a non-equilibrium geometry, with wB97M-V/def2-TZVPD.

Atoms and positions in Å:
1 C 0.4726 1.8479 0.4840
2 C -0.0182 0.6005 0.5771
3 Cl -1.2674 0.0474 1.8145
4 C 0.3622 -0.5454 -0.3947
5 C -0.5062 -1.4997 -0.8268
6 F 0.1066 -2.1829 -1.8867
7 Cl -1.9192 -2.2460 -0.1518
8 H 1.1756 2.1060 -0.1510
9 H 0.0991 2.4573 1.4610
10 H 1.4949 -0.5852 -0.9256

## Properties
- SMILES = C=C(Cl)/C=C(/F)Cl
- energy (eV) = -31955.91592
- largest force on an atom (Eh/bohr) = 0.1753
- highest occupied orbital energy (eV) = -9.37

These are the Löwdin partial charges, in e, on atoms 1 to 2: atom 1 (C): 0.00, atom 2 (C): -0.64



(5)
Computed, not measured: 2 unconnected molecules or ions with the total composition C5H9NO2 in a non-equilibrium geometry, with wB97M-V/def2-TZVPD.

Atoms and positions in Å:
1 C 1.2945 -1.3432 -0.8320
2 C 0.8462 -0.5204 0.3416
3 O 1.5086 -0.2950 1.3437
4 C -0.7920 -0.9375 0.7909
5 O -1.0143 -0.5199 2.0987
6 H 1.7992 -2.2421 -0.4809
7 H 0.4743 -1.5851 -1.5037
8 H 2.0190 -0.7655 -1.4086
9 H -1.6298 -0.6622 0.1475
10 H -0.7161 -2.0326 0.7360
11 H -0.1494 -0.2330 2.4446
12 C -1.5140 1.9881 -0.9366
13 C -0.3695 1.5657 -0.4865
14 N 0.8750 1.4254 -0.4221
15 H -2.3836 1.3588 -1.0184
16 H -1.6383 3.0300 -1.1967
17 H 1.3902 1.7684 0.3828

## Properties
- SMILES = CC(=O)CO.C=C=N
- energy (eV) = -10912.40183
- largest force on an atom (Eh/bohr) = 0.1053
- highest occupied orbital energy (eV) = -9.32

These are the Löwdin partial charges, in e, on atoms 1 to 2: atom 1 (C): -0.03, atom 2 (C): -0.47



(6)
Computed, not measured: a molecular structure, BH24NiO10 in a non-equilibrium geometry, with wB97M-V/def2-TZVPD.

Atoms and positions in Å:
1 Ni 1.0645 -1.2955 -1.3452
2 B 0.0736 0.2245 -0.0930
3 H 1.1567 0.3162 0.2808
4 H -0.0467 0.5440 -1.1821
5 H -0.1681 -0.8918 -0.0406
6 H -0.6604 0.8613 0.5017
7 O -1.7833 1.5801 -2.4854
8 H -2.3255 0.7905 -2.5632
9 H -1.0311 1.3263 -1.9164
10 O 0.4834 3.1142 -0.0899
11 H 0.2250 2.2496 0.2635
12 H -0.1879 3.7263 0.2308
13 O 1.2956 2.2350 3.5475
14 H 2.1601 2.2737 3.9673
15 H 1.2421 1.3433 3.1638
16 O 2.2348 -1.9764 0.1891
17 H 2.7523 -1.3645 0.7375
18 H 2.5569 -2.8580 0.4202
19 O 2.2944 0.2377 -2.1455
20 H 3.0471 0.3451 -2.7421
21 H 1.9832 1.1410 -1.9600
22 O -2.5238 -0.7155 1.0924
23 H -2.6566 -1.5720 0.6762
24 H -1.5754 -0.5076 0.9488
25 O 0.7210 -0.3161 2.7507
26 H 0.5424 -0.1086 1.8113
27 H 0.6405 -1.2730 2.8154
28 O -0.2310 -1.1927 -2.9828
29 H -1.1811 -1.0974 -2.8366
30 H -0.1429 -1.4234 -3.9187
31 O 0.1108 -3.1686 -1.0347
32 H 0.0666 -3.8624 -0.3628
33 H -0.6237 -3.3545 -1.6352
34 O -3.4668 1.5609 2.2366
35 H -2.9982 2.3230 1.8830
36 H -3.0487 0.7855 1.8177

## Properties
- energy (eV) = -62575.13349
- largest force on an atom (Eh/bohr) = 0.0452
- 2S+1 = 3
- charge = +1
- highest occupied orbital energy (spin up / spin down) (eV) = -12.36 / -12.36
- ⟨S²⟩ = 2.00

These are the Löwdin partial charges, in e, on atoms 1 to 2: atom 1 (Ni): 0.75, atom 2 (B): -0.41



(7)
Computed, not measured: a single C8H13FSi molecule in a non-equilibrium geometry, with wB97M-V/def2-TZVPD.

Atoms and positions in Å:
1 C -0.1707 -1.6146 0.0502
2 C 1.1061 -1.4384 -0.2357
3 C 1.7050 -2.0014 -1.4625
4 C 1.9599 -0.7123 0.6140
5 F 2.8100 -1.4843 1.2309
6 C 2.0848 0.5783 0.4941
7 C 0.8879 1.1354 -0.1246
8 C -0.4194 0.9822 0.2095
9 C -1.4633 1.4400 -0.7276
10 Si -0.8610 0.8819 2.0718
11 H -0.9042 -2.1524 -0.5949
12 H -0.6259 -1.5709 0.9397
13 H 2.5573 -2.6216 -1.1413
14 H 1.8322 -1.1609 -2.1900
15 H 0.9068 -2.5599 -2.0303
16 H 2.9225 1.2172 0.9085
17 H 1.2052 1.6152 -1.0534
18 H -0.9015 1.6884 -1.6338
19 H -2.1084 2.2477 -0.3980
20 H -2.0795 0.5924 -1.1137
21 H -2.0466 0.1110 2.4232
22 H -1.0464 2.3403 2.4938
23 H 0.2868 0.0754 2.6519

## Properties
- SMILES = C=C(C)/C(F)=C\C=C(\C)[SiH3]
- energy (eV) = -19097.57425
- largest force on an atom (Eh/bohr) = 0.0820
- highest occupied orbital energy (eV) = -8.35

These are the Löwdin partial charges, in e, on atoms 1 to 2: atom 1 (C): 0.04, atom 2 (C): -0.36



(8)
Computed, not measured: a molecular structure, C6H12O, with wB97M-V/def2-TZVPD.

Atoms and positions in Å:
1 C 1.5272 0.3842 0.8688
2 C 2.0888 -0.1851 -0.3148
3 O 0.4752 -0.9742 -1.2337
4 C -0.3894 -1.1717 -0.3205
5 C -0.7852 -0.0513 1.0717
6 C -1.6290 -0.3730 -0.1341
7 C -1.7705 0.7779 -1.1090
8 H 1.6325 -0.1063 1.8276
9 H 1.2486 1.4302 0.8547
10 H 2.8419 0.5047 0.5142
11 H 2.5679 -1.1549 -0.2764
12 H 2.1832 0.4062 -1.2151
13 H -0.3615 -2.1190 0.2465
14 H -0.7364 1.0078 1.3149
15 H -0.9613 -0.6691 1.9521
16 H -2.5521 -0.9354 0.0310
17 H -1.9713 0.4216 -2.1242
18 H -2.5726 1.4592 -0.8040
19 H -0.8360 1.3482 -1.1497

## Properties
- energy (eV) = -8458.60055
- largest force on an atom (Eh/bohr) = 0.0074
- highest occupied orbital energy (eV) = -7.81

These are the Löwdin partial charges, in e, on atoms 1 to 2: atom 1 (C): -0.08, atom 2 (C): -0.11